Here is a 12-piece molecular cluster, C27H82N10O16 overall from the OMol25 dataset. Energies are from ωB97M-V/def2-TZVPD.

The HOMO energy (spin up / spin down) comes out at -0.360 / -0.360 Ha. As for the expectation value of S²: 0.75. The spin multiplicity is 2. Its total charge is +1. The total energy comes out at -76974.6588 eV.

Bonds (Å) are listed after each position.
CARTESIAN COORDINATES (ANGSTROEM)
1 O -12.960 -3.229 -14.110  C47 1.249
2 O -7.022 0.938 -16.847  C45 1.427, C49 1.465
3 O -7.600 -0.798 -23.768  C50 1.481, C51 1.414
4 O -9.087 -6.979 -14.281  H58 0.957, H62 0.957
5 O -11.941 -5.128 -10.796  C30 1.430, C40 1.431
6 O -7.658 -2.470 -18.629  C35 1.427, C36 1.427
7 O -7.424 -5.002 -12.404  H74 0.957, H103 0.957
8 O -4.873 4.345 -17.809  C29 1.509, C53 1.406
9 O -8.358 -10.042 -9.525  C33 1.483, C52 1.387
10 O -9.721 -0.559 -10.538  C34 1.426, C41 1.484
11 O -5.493 -3.284 -11.708  C28 1.179
12 O -8.246 -2.494 -14.970  C48 1.188
13 O -11.512 -0.206 -16.915  H67 0.957, H114 0.957
14 O -13.366 -5.377 -15.963  H77 0.957, H110 0.957
15 O -6.898 -1.310 -4.798  C32 1.399, C44 1.405
16 O -11.883 -3.696 -18.481  H57 0.957, H101 0.957
17 N -5.821 -1.871 -13.199  C28 1.259, H112 1.010, H115 1.010
18 N -14.643 -3.000 -12.647  C47 1.329, H102 1.010, H116 1.010
19 N -13.266 -1.316 -12.971  C47 1.288, H68 1.010, H87 1.010
20 N -10.444 -2.462 -15.125  C48 1.299, H75 1.010, H104 1.010
21 N -11.198 -8.833 -10.510  C39 1.425, C42 1.516, H97 1.010
22 N -9.540 -3.887 -13.880  C48 1.277, H92 1.010, H98 1.010
23 N -4.838 -1.152 -11.459  C28 1.293, H84 1.010, H86 1.010
24 N -8.870 -0.944 -21.121  C38 1.440, C46 1.458, H83 1.010
25 N -7.520 -0.726 -8.465  C27 1.504, C43 1.498, H129 1.010
26 N -4.772 1.745 -18.127  C31 1.491, C37 1.513, H89 1.010
27 C -7.909 -1.775 -9.471  N25 1.504, C34 1.494, H108 1.090, H127 1.090
28 C -5.352 -2.170 -12.069  O11 1.179, N17 1.259, N23 1.293
29 C -3.667 3.817 -17.071  O8 1.509, C31 1.598, H59 1.090, H81 1.090
30 C -11.192 -3.912 -10.728  O5 1.430, H118 1.090, H130 1.090, H135 1.090
31 C -3.799 2.224 -17.103  N26 1.491, C29 1.598, H88 1.090, H124 1.090
32 C -6.687 -0.585 -5.975  O15 1.399, C43 1.536, H93 1.090, H121 1.090
33 C -9.763 -10.340 -9.155  O9 1.483, C39 1.551, H73 1.090, H123 1.090
34 C -8.424 -1.125 -10.714  O10 1.426, C27 1.494, H99 1.090, H122 1.090
35 C -8.614 -1.419 -18.765  O6 1.427, C46 1.529, H54 1.090, H109 1.090
36 C -8.088 -3.731 -18.117  O6 1.427, H106 1.090, H126 1.090, H131 1.090
37 C -5.056 0.276 -17.895  N26 1.513, C49 1.480, H64 1.090, H111 1.090
38 C -9.641 -1.195 -22.312  N24 1.440, C50 1.571, H56 1.090, H70 1.090
39 C -10.654 -9.072 -9.215  N21 1.425, C33 1.551, H119 1.090, H133 1.090
40 C -11.130 -6.295 -10.620  O5 1.431, C42 1.529, H61 1.090, H134 1.090
41 C -10.451 -0.135 -11.758  O10 1.484, H69 1.090, H79 1.090, H95 1.090
42 C -11.998 -7.546 -10.482  N21 1.516, C40 1.529, H100 1.090, H105 1.090
43 C -7.359 -1.361 -7.118  N25 1.498, C32 1.536, H55 1.090, H66 1.090
44 C -6.142 -0.760 -3.749  O15 1.405, H82 1.090, H85 1.090, H128 1.090
45 C -8.119 0.905 -15.934  O2 1.427, H80 1.090, H113 1.090, H117 1.090
46 C -9.502 -1.618 -19.994  N24 1.458, C35 1.529, H90 1.090, H94 1.090
47 C -13.592 -2.517 -13.302  O1 1.249, N18 1.329, N19 1.288
48 C -9.312 -2.961 -14.730  O12 1.188, N20 1.299, N22 1.277
49 C -5.902 0.003 -16.712  O2 1.465, C37 1.480, H120 1.090, H125 1.090
50 C -9.059 -0.582 -23.636  O3 1.481, C38 1.571, H60 1.090, H71 1.090
51 C -7.143 -2.134 -23.838  O3 1.414, H63 1.090, H91 1.090, H96 1.090
52 C -7.464 -11.058 -9.218  O9 1.387, H76 1.090, H78 1.090, H107 1.090
53 C -5.007 5.744 -17.800  O8 1.406, H65 1.090, H72 1.090, H132 1.090
54 H -8.054 -0.488 -18.851  C35 1.090
55 H -8.313 -1.820 -6.855  C43 1.090
56 H -9.685 -2.284 -22.330  C38 1.090
57 H -11.286 -4.268 -17.999  O16 0.957
58 H -8.609 -7.331 -15.031  O4 0.957
59 H -3.584 4.189 -16.049  C29 1.090
60 H -9.573 -0.900 -24.543  C50 1.090
61 H -10.493 -6.260 -9.737  C40 1.090
62 H -8.471 -6.376 -13.865  O4 0.957
63 H -6.114 -2.338 -24.132  C51 1.090
64 H -5.631 -0.044 -18.764  C37 1.090
65 H -5.802 6.028 -18.490  C53 1.090
66 H -6.651 -2.184 -7.219  C43 1.090
67 H -11.756 0.327 -16.158  O13 0.957
68 H -13.809 -0.973 -12.192  N19 1.010
69 H -9.898 0.610 -12.330  C41 1.090
70 H -10.601 -0.720 -22.109  C38 1.090
71 H -9.135 0.498 -23.757  C50 1.090
72 H -4.061 6.065 -18.237  C53 1.090
73 H -10.084 -11.118 -9.848  C33 1.090
74 H -6.796 -4.314 -12.185  O7 0.957
75 H -10.363 -1.751 -15.838  N20 1.010
76 H -6.438 -10.754 -9.014  C52 1.090
77 H -12.513 -5.352 -16.396  O14 0.957
78 H -7.767 -11.717 -8.404  C52 1.090
79 H -10.797 -0.975 -12.359  C41 1.090
80 H -7.704 0.871 -14.927  C45 1.090
81 H -2.719 4.181 -17.466  C29 1.090
82 H -5.130 -1.162 -3.773  C44 1.090
83 H -7.910 -1.241 -21.223  N24 1.010
84 H -4.780 -0.255 -11.921  N23 1.010
85 H -6.600 -1.106 -2.822  C44 1.090
86 H -4.400 -1.317 -10.564  N23 1.010
87 H -12.482 -0.844 -13.398  N19 1.010
88 H -2.803 1.838 -17.321  C31 1.090
89 H -5.662 2.131 -17.847  N26 1.010
90 H -9.747 -2.665 -20.174  C46 1.090
91 H -7.731 -2.641 -24.603  C51 1.090
92 H -10.454 -4.138 -13.531  N22 1.010
93 H -7.239 0.344 -5.830  C32 1.090
94 H -10.442 -1.112 -19.771  C46 1.090
95 H -11.397 0.369 -11.564  C41 1.090
96 H -7.218 -2.609 -22.860  C51 1.090
97 H -11.738 -9.652 -10.749  N21 1.010
98 H -8.707 -4.122 -13.359  N22 1.010
99 H -7.776 -0.375 -11.169  C34 1.090
100 H -12.697 -7.438 -9.652  C42 1.090
101 H -11.751 -2.830 -18.093  O16 0.957
102 H -14.956 -3.892 -13.004  N18 1.010
103 H -7.217 -5.716 -11.801  O7 0.957
104 H -11.266 -3.033 -14.989  N20 1.010
105 H -12.607 -7.558 -11.386  C42 1.090
106 H -8.835 -4.116 -18.811  C36 1.090
107 H -7.262 -11.708 -10.070  C52 1.090
108 H -7.075 -2.398 -9.794  C27 1.090
109 H -9.237 -1.592 -17.887  C35 1.090
110 H -13.326 -4.675 -15.314  O14 0.957
111 H -4.169 -0.350 -17.807  C37 1.090
112 H -6.379 -2.521 -13.734  N17 1.010
113 H -8.526 -0.106 -15.923  C45 1.090
114 H -11.225 0.428 -17.572  O13 0.957
115 H -5.656 -0.929 -13.522  N17 1.010
116 H -15.152 -2.377 -12.036  N18 1.010
117 H -8.925 1.630 -16.039  C45 1.090
118 H -10.739 -3.762 -9.748  C30 1.090
119 H -9.986 -8.309 -8.815  C39 1.090
120 H -6.229 -1.035 -16.770  C49 1.090
121 H -5.728 -0.165 -6.278  C32 1.090
122 H -8.442 -1.889 -11.491  C34 1.090
123 H -9.753 -10.766 -8.152  C33 1.090
124 H -3.980 1.897 -16.080  C31 1.090
125 H -5.367 0.103 -15.767  C49 1.090
126 H -7.243 -4.416 -18.181  C36 1.090
127 H -8.713 -2.436 -9.146  C27 1.090
128 H -5.927 0.308 -3.794  C44 1.090
129 H -8.172 0.042 -8.527  N25 1.010
130 H -10.303 -3.779 -11.346  C30 1.090
131 H -8.436 -3.643 -17.087  C36 1.090
132 H -5.127 6.256 -16.846  C53 1.090
133 H -11.425 -9.261 -8.469  C39 1.090
134 H -10.606 -6.462 -11.562  C40 1.090
135 H -11.918 -3.159 -11.034  C30 1.090

Mulliken atomic charge list, values in e, 2 entries: number 1, O, carries -0.624; number 2, O, carries -0.382